{"formula": "C5H12Cl2N", "method": "ωB97M-V with the def2-TZVPD basis set", "energy_ev": -31905.5275, "total_charge": 1, "smiles": "C[N+](C)(C)CC(Cl)Cl", "orbital_gap_ev": 11.4, "de_lowest_ev": 2.6038, "elements": ["C", "N", "C", "C", "C", "C", "Cl", "Cl", "H", "H", "H", "H", "H", "H", "H", "H", "H", "H", "H", "H"], "coordinates": [[0.739, 0.893, 0.947], [-0.067, 0.054, 0.025], [0.822, -1.127, -0.301], [-0.487, 0.853, -1.120], [-1.172, -0.322, 0.819], [-2.314, -1.456, -0.044], [-3.514, -0.401, -0.663], [-2.752, -2.676, 1.255], [0.227, 1.770, 1.264], [1.034, 0.292, 1.797], [1.673, 1.173, 0.600], [1.881, -0.808, -0.617], [0.824, -1.821, 0.601], [0.302, -1.537, -1.028], [-1.069, 1.690, -0.600], [0.387, 1.144, -1.853], [-1.131, 0.219, -1.711], [-1.855, 0.445, 1.148], [-0.753, -0.798, 1.745], [-1.621, -1.865, -0.711]]}